Entry 1:
This record from OMol25 describes the molecule C2H4NP at a distorted geometry. The level of theory is ωB97M-V with the def2-TZVPD basis set.

Each line ends with the natural charge from an NBO analysis.
Element x y z (Å)
C1 -1.83686 0.19391 0.32578  -0.698
C2 -0.64268 -0.38352 0.11621  0.362
N1 0.46368 -0.68439 -0.15323  -0.581
P1 1.52583 0.93021 0.55960  0.438
H1 -1.93785 -0.43657 1.15988  0.256
H2 -2.29978 0.98206 -0.16073  0.257
H3 0.12180 1.11812 1.08618  0.009
H4 1.01729 1.66435 -0.52058  -0.042

Forces on atoms 1 to 3 (eV/Å):
C 3.5275 -3.2201 0.6954
C -3.4199 2.8081 -2.3099
N 4.3318 0.0931 0.1461

Results
Total energy (Eh): -474.564517
Orbital gap (eV): 8.377
Relative energy (zero: lowest compared OMol25 entry of this formula, charge and spin) (kcal/mol): 68.51
SMILES string: C=C=NP


Entry 2:
This record from OMol25 describes a cluster of 10 separate species, C11H42O10 in total at a distorted geometry. The level of theory is ωB97M-V with the def2-TZVPD basis set.

Each line ends with the natural charge from an NBO analysis.
Element x y z (Å)
C1 -2.27956 -3.09278 3.55441  -0.259
O1 -1.87561 -1.72269 3.54187  -0.735
H1 -3.33231 -3.24697 3.79116  0.195
H2 -2.20061 -3.58976 2.58752  0.160
H3 -1.68257 -3.70801 4.22761  0.166
H4 -0.92458 -1.65966 3.42711  0.473
C2 -0.87377 0.20836 0.35451  -0.260
O2 0.12973 -0.78216 0.00943  -0.768
H5 -0.61370 1.19435 -0.03057  0.145
H6 -1.85432 -0.05155 -0.04432  0.182
H7 -0.93634 0.34941 1.43354  0.191
H8 0.57385 -0.92024 0.84925  0.503
C3 0.61297 2.28722 2.67028  -0.259
O3 -0.14167 3.51178 2.44409  -0.761
H9 -0.01602 1.66135 3.30334  0.187
H10 0.72082 1.63873 1.80084  0.170
H11 1.58842 2.42975 3.13534  0.197
H12 -0.97946 3.49421 2.91249  0.496
C4 -4.42702 -1.98015 -0.41741  -0.246
O4 -4.50785 -2.98870 -1.44205  -0.733
H13 -3.80473 -2.44288 0.34857  0.178
H14 -4.01827 -1.07926 -0.87505  0.141
H15 -5.39854 -1.79503 0.04083  0.193
H16 -3.63870 -3.16918 -1.80757  0.469
C5 2.61966 -1.32049 2.94237  -0.283
O5 1.24419 -1.60431 2.62024  -0.752
H17 3.40627 -1.71395 2.29852  0.183
H18 2.92900 -0.28424 3.07874  0.197
H19 2.87835 -1.80439 3.88419  0.186
H20 1.23363 -2.56214 2.68395  0.486
C6 -0.03620 5.05290 -0.73611  -0.268
O6 -1.05416 4.32733 -0.05377  -0.627
H21 -0.09556 6.09243 -0.41370  0.220
H22 0.92475 4.75026 -0.32007  0.188
H23 -0.12969 4.84477 -1.80196  0.183
H24 -0.65964 3.92941 0.72572  0.512
C7 0.59294 -4.39883 -0.34329  -0.263
O7 -0.49584 -3.61453 -0.84691  -0.750
H25 1.39947 -4.28879 -1.06821  0.178
H26 0.75199 -4.30463 0.73092  0.156
H27 0.13993 -5.38148 -0.47474  0.196
H28 -0.28236 -2.68511 -0.73645  0.477
C8 -2.24950 2.50504 -2.74644  -0.310
O8 -1.60061 2.61891 -3.96756  -0.293
H29 -1.68906 3.01655 -1.96389  0.296
H30 -3.26124 2.91040 -2.75938  0.240
H31 -2.38915 1.48260 -2.39542  0.252
H32 -0.84120 2.03193 -3.94861  0.522
C9 0.65872 -0.18969 -3.40507  -0.291
O9 0.14164 0.70585 -4.40373  -0.747
H33 1.09054 0.37549 -2.57911  0.189
H34 -0.02039 -0.81106 -2.82129  0.196
H35 1.50374 -0.81113 -3.70146  0.203
H36 -0.14368 0.12387 -5.11190  0.502
C10 3.36060 0.55887 -0.13439  -0.646
C11 3.96087 0.41488 -1.53369  -0.065
O10 4.63459 1.57980 -1.82684  -0.686
H37 4.04901 1.12400 0.49395  0.220
H38 3.09735 -0.34036 0.42255  0.205
H39 2.47048 1.17840 -0.02499  0.181
H40 3.15849 0.13859 -2.21776  0.145
H41 4.62997 -0.43647 -1.40871  0.186
H42 3.95187 2.24314 -1.95121  0.458

Forces on atoms 1 to 3 (eV/Å):
C 0.3048 -0.6167 -0.3930
O -0.6996 -0.2776 0.0111
H 0.0635 0.7440 0.4213

Results
Net charge: +1
Total energy (Eh): -1196.127654
2S+1: 2
Orbital gap (spin up / spin down) (eV): 9.613 / 2.983
Relative energy (zero: lowest compared OMol25 entry of this formula, charge and spin) (kcal/mol): 37.44
⟨S²⟩: 0.757


Entry 3:
This record from OMol25 describes a structure of composition C2F6K6O6S2 at a distorted geometry. The level of theory is ωB97M-V with the def2-TZVPD basis set.

Each line ends with the natural charge from an NBO analysis.
Element x y z (Å)
K1 -5.39711 1.03158 -1.53550  0.997
K2 -0.34241 2.61280 1.20836  0.984
K3 -2.80830 -2.45647 -3.60857  0.995
K4 0.35754 -3.33397 -0.41013  0.990
K5 -3.56585 0.01977 2.46420  0.997
K6 0.08761 -0.05278 -5.64824  0.999
C1 -0.63662 1.38630 -1.80371  0.731
F1 -1.22357 2.55374 -1.53118  -0.300
F2 -0.26123 1.20519 -3.08341  -0.332
F3 0.50441 1.48417 -1.12986  -0.280
S1 -1.64181 -0.08956 -1.20719  2.320
O1 -2.02514 0.26471 0.16432  -1.034
O2 -2.80523 -0.11897 -2.10526  -1.088
O3 -0.80896 -1.28874 -1.37078  -1.000
C2 2.73037 -0.56729 3.36876  0.756
F4 3.58078 0.28267 3.86078  -0.273
F5 3.12727 -1.80656 3.51233  -0.288
F6 1.53469 -0.41416 3.96703  -0.342
S2 2.46264 -0.22679 1.51693  2.298
O4 3.77728 -0.30595 0.91957  -0.917
O5 1.53271 -1.27023 1.04313  -1.116
O6 1.82092 1.09053 1.40841  -1.094

Forces on atoms 1 to 3 (eV/Å):
K -0.3129 0.2721 -0.2703
K 1.0431 0.1277 0.5192
K -0.2487 -0.3587 0.0014

Results
Net charge: +4
Total energy (Eh): -5521.704854
Orbital gap (eV): 5.509


Entry 4:
This record from OMol25 describes a cluster of 2 separate species, C22H16F17IN3O6 in total at a distorted geometry. The level of theory is ωB97M-V with the def2-TZVPD basis set.

Each line ends with the natural charge from an NBO analysis.
Element x y z (Å)
O1 5.19296 -2.17097 3.72099  -0.162
N1 4.81519 -2.18466 2.64472  0.414
O2 3.33652 -2.05336 2.61073  -0.443
C1 2.90592 -1.80850 1.33348  0.408
C2 3.22654 -0.59430 0.74158  -0.213
C3 2.83115 -0.29848 -0.54864  -0.156
C4 2.11322 -1.22377 -1.29630  -0.107
I1 1.51760 -0.66943 -3.23437  0.230
C5 1.73560 -2.45943 -0.71333  0.050
C6 0.88487 -3.39081 -1.53185  -0.490
C7 -0.61830 -3.05256 -1.38724  -0.052
O3 -0.77959 -1.70160 -0.97466  -0.544
C8 -1.28180 -1.50080 0.31118  -0.133
C9 -2.07218 -0.19040 0.31288  0.672
F1 -1.53070 0.65483 -0.62054  -0.358
F2 -1.92416 0.43838 1.49448  -0.316
C10 -3.59567 -0.32474 -0.03659  0.568
F3 -3.93582 -1.58629 -0.31897  -0.293
F4 -3.83997 0.41918 -1.14974  -0.322
C11 -4.56204 0.22576 1.03645  0.570
F5 -4.21399 1.51377 1.26144  -0.315
F6 -5.79564 0.23714 0.48031  -0.302
C12 -4.68461 -0.60850 2.32697  0.519
F7 -4.94774 0.20938 3.35049  -0.297
F8 -3.53797 -1.28327 2.56298  -0.328
C13 2.12465 -2.74739 0.61512  -0.146
C14 1.69784 -4.06258 1.24854  0.623
F9 0.35458 -4.21479 1.05563  -0.332
F10 1.86873 -4.08885 2.57971  -0.302
C15 2.44055 -5.32884 0.69630  0.514
F11 1.55720 -6.19789 0.16543  -0.316
F12 3.33298 -4.98618 -0.25225  -0.321
C16 3.30648 1.07771 -0.88394  0.693
O4 3.38628 1.61394 -1.92851  -0.465
N2 3.74552 1.66681 0.36291  -0.554
C17 2.94778 2.69485 0.94688  0.737
F13 3.68338 3.40509 1.80828  -0.283
F14 1.90622 2.18292 1.64838  -0.322
C18 2.35157 3.70763 -0.06731  0.924
F15 3.25406 4.17542 -0.88869  -0.270
F16 1.82956 4.72090 0.62124  -0.301
F17 1.35032 3.14483 -0.76205  -0.325
C19 3.98029 0.56022 1.29320  0.701
O5 4.68434 0.64058 2.22879  -0.449
H1 1.02550 -4.42944 -1.26109  0.244
H2 1.15071 -3.32765 -2.57655  0.244
H3 -1.09279 -3.75932 -0.71539  0.195
H4 -1.09715 -3.16560 -2.35587  0.202
H5 -1.89717 -2.32653 0.65755  0.218
H6 -0.48969 -1.35224 1.05008  0.199
H7 -5.49908 -1.31856 2.20373  0.168
H8 2.94400 -5.82799 1.52227  0.164
C20 -0.43069 4.92131 -1.86726  -0.760
C21 -1.48722 4.01039 -2.38322  0.722
O6 -1.83444 3.84497 -3.50143  -0.445
N3 -2.20868 3.15815 -1.34743  -0.588
C22 -3.67565 3.49167 -1.24814  -0.420
H9 0.12584 5.31500 -2.71161  0.278
H10 -0.88717 5.74632 -1.31477  0.263
H11 0.24870 4.38473 -1.20214  0.269
H12 -1.75526 3.19836 -0.43437  0.440
H13 -2.14850 2.20187 -1.71449  0.471
H14 -3.79385 4.52738 -0.94272  0.230
H15 -4.11027 2.83535 -0.50473  0.251
H16 -4.12893 3.31094 -2.21653  0.249

Forces on atoms 1 to 3 (eV/Å):
O -0.2227 -0.1050 -0.1056
N 0.7990 0.1052 -0.0028
O -0.6742 0.1421 -0.2129

Results
Net charge: +1
Total energy (Eh): -3458.746277
Orbital gap (eV): 8.346